Formula: C55H67N2O2
Source: OMol25
Level of theory: the ωB97M-V functional and the def2-TZVPD basis

Geometry as XYZ:
```
126
Properties=species:S:1:pos:R:3:forces:R:3
C 3.027107 -3.813885 -7.786151 0.0 0.6 0.2
O 2.934081 -2.424046 -7.394369 -0.4 -0.4 0.5
C 2.156321 -2.118529 -6.316817 -0.2 -0.1 0.3
C 1.987598 -0.742541 -6.016999 0.1 -0.8 -0.6
C 1.125534 -0.358622 -5.015823 -0.7 -0.4 0.6
C 0.422011 -1.302695 -4.213002 0.7 -0.5 -0.9
C -0.452332 -0.853388 -3.137624 -0.9 -0.7 1.8
C -1.000122 -1.677483 -2.165379 1.2 1.1 -1.0
C -1.599939 -1.187813 -0.864059 -2.3 1.7 0.3
C -2.740937 -2.124341 -0.466010 0.0 0.2 -0.2
C -4.117215 -1.755333 -0.396698 0.6 -0.1 0.0
C -5.065345 -2.656057 0.058635 0.1 -0.6 0.1
C -4.678230 -3.973322 0.405300 0.5 0.0 -0.5
O -5.653080 -4.813087 0.823203 0.1 0.1 0.0
C -5.348000 -6.189301 1.089544 -0.1 0.6 0.0
C -3.338880 -4.366749 0.216650 -0.6 -0.3 0.3
C -2.395870 -3.453540 -0.228127 -0.4 0.4 0.3
C 0.688890 -2.671129 -4.464432 -0.2 0.5 -0.1
C 1.513581 -3.086050 -5.503245 0.3 0.4 -0.6
H 3.679506 -3.792995 -8.657596 -0.1 -0.2 0.1
H 3.465694 -4.413666 -6.978403 0.0 0.1 -0.2
H 2.046900 -4.230362 -8.055529 0.2 0.2 0.1
H 2.493523 -0.010907 -6.647128 -0.1 -0.2 0.2
H 0.944238 0.703810 -4.846350 0.1 -0.2 0.0
H -0.591048 0.238795 -3.071291 0.2 -0.5 0.2
H -0.967349 -2.771483 -2.353991 0.1 1.0 0.4
H -1.999262 -0.169133 -1.064505 0.3 -1.2 -0.2
H -4.473115 -0.766269 -0.709393 0.4 -0.6 0.3
H -6.122840 -2.381553 0.135057 0.4 -0.1 -0.1
H -6.296455 -6.597487 1.422126 0.1 -0.2 0.1
H -5.009715 -6.716454 0.195097 0.0 0.1 0.0
H -4.598547 -6.274259 1.876809 0.0 0.0 0.0
H -3.029702 -5.387662 0.439860 -0.1 0.3 -0.1
H -1.368408 -3.778967 -0.381567 -0.2 0.0 0.2
H 0.193811 -3.441195 -3.875315 0.1 0.2 -0.1
H 1.636976 -4.154715 -5.717803 -0.1 0.6 0.2
C 1.275545 -2.484998 -0.930515 -0.2 0.1 -0.3
C 2.176074 -2.456516 0.294938 -0.7 0.3 0.0
C 1.612087 -3.343904 1.411279 0.1 -0.2 0.2
C 3.561449 -2.959215 -0.153713 0.2 0.3 0.3
C 2.373261 -0.987256 0.755904 0.2 0.0 0.5
C 3.089196 -0.794094 1.939933 1.0 -0.1 -0.6
C 4.025059 0.240028 2.024839 -0.2 0.7 0.2
C 4.220291 1.092262 0.933959 0.4 -1.1 0.1
C 3.437688 0.968187 -0.228267 -0.2 0.3 0.4
C 3.946504 1.668757 -1.502047 -0.2 0.4 0.4
C 3.706925 3.180319 -1.386356 -0.3 0.3 -0.2
C 3.330051 1.053593 -2.761347 -0.1 -0.1 -0.1
C 5.467452 1.459452 -1.617348 0.2 -0.1 0.2
C 2.258052 0.167724 -0.105544 1.5 -0.5 0.8
N 0.967711 0.745226 -0.372691 -1.9 0.6 -1.4
C -0.104179 0.644115 0.506184 0.3 0.5 -0.4
C -0.740920 -0.656216 0.730646 2.1 -0.5 1.1
C -1.243421 -0.549555 2.211445 -0.7 -1.4 -0.5
C -2.556936 -0.855487 2.538235 0.1 0.7 0.3
C -3.037326 -0.484751 3.802723 -0.4 -0.3 -0.1
C -2.213156 0.039144 4.794335 0.0 -0.2 -0.3
C -0.849059 0.117816 4.520478 0.2 -0.3 -0.3
C -0.355595 -0.200495 3.246202 -0.1 0.1 0.0
N -0.612216 1.911824 0.726496 0.0 0.0 -1.3
C -1.294044 2.569568 1.872967 -1.0 0.6 0.5
C -0.514919 3.249291 2.875389 0.0 -0.5 -0.1
C 0.982230 3.618310 2.750859 0.0 -0.5 0.3
C 1.554169 4.160599 4.067282 -0.1 0.1 0.1
C 1.210739 4.704887 1.701027 -0.2 0.3 -0.1
C 1.794163 2.389510 2.403179 0.5 -0.3 0.0
C -1.163940 3.619378 4.059135 -0.4 0.3 0.1
C -2.555785 3.655861 4.182167 0.4 -0.4 -0.6
C -3.302519 3.253396 3.085090 0.4 0.4 0.5
C -2.711100 2.679883 1.949976 -0.4 -0.1 -0.4
C -3.772801 2.311057 0.853461 0.4 0.4 0.8
C -4.941021 1.555321 1.507521 -0.2 -0.1 0.2
C -3.162581 1.398283 -0.156351 -0.1 -0.2 0.0
C -4.279173 3.594262 0.191306 0.2 0.0 0.1
C -0.207384 2.654141 -0.402198 0.4 0.0 0.5
C 0.744435 1.963046 -1.053107 0.1 0.2 -0.1
H 0.878192 -1.485107 -1.134443 0.3 -0.8 0.0
H 1.794456 -2.810381 -1.846022 -0.1 0.1 0.4
H 0.418959 -3.153775 -0.779634 0.3 0.2 0.0
H 2.345136 -3.479882 2.219538 -0.3 0.0 -0.2
H 0.687213 -2.939160 1.852946 0.3 -0.1 -0.1
H 1.374609 -4.334098 0.995224 0.1 0.2 0.2
H 4.269455 -2.945671 0.679214 0.0 0.0 -0.1
H 3.490705 -3.984148 -0.532508 -0.1 0.1 0.0
H 3.937630 -2.314171 -0.962307 0.0 -0.2 0.2
H 3.031628 -1.543951 2.736575 0.2 0.1 -0.5
H 4.645534 0.346797 2.916760 -0.3 0.1 -0.2
H 4.990035 1.878904 0.981568 -0.3 -0.7 -0.2
H 4.301903 3.603708 -0.563398 -0.2 -0.1 -0.3
H 3.991543 3.672366 -2.326500 0.0 0.0 0.3
H 2.651097 3.407984 -1.188969 0.4 0.1 0.0
H 3.843463 0.115408 -3.015147 -0.1 0.2 0.0
H 2.276674 0.794142 -2.645235 0.1 0.0 -0.2
H 3.432193 1.747910 -3.607176 0.0 -0.2 0.1
H 5.712856 0.390591 -1.625793 0.0 0.2 -0.1
H 5.831057 1.913088 -2.548553 -0.1 -0.1 0.1
H 6.018023 1.916283 -0.787486 -0.1 0.0 -0.2
H 0.124482 -1.341508 0.778022 -0.5 0.0 -0.1
H -3.164788 -1.308762 1.753627 -0.2 0.3 0.6
H -4.098310 -0.584827 3.997715 0.0 -0.2 0.1
H -2.621109 0.326549 5.776029 0.3 -0.2 -0.6
H -0.169481 0.391192 5.323621 0.0 0.0 -0.2
H 0.723064 -0.186026 3.062400 -0.5 0.1 0.0
H 1.516913 3.407671 4.864011 0.0 0.2 -0.1
H 2.603837 4.439638 3.921421 -0.2 -0.1 -0.1
H 1.025048 5.064201 4.389294 0.1 -0.2 0.0
H 0.886906 4.403148 0.701829 0.1 0.1 0.2
H 0.671663 5.619861 1.982488 0.1 -0.1 -0.1
H 2.282902 4.935372 1.650524 -0.2 0.0 0.0
H 1.622771 2.051213 1.384798 0.2 0.2 0.2
H 2.870497 2.600214 2.475240 -0.4 0.0 0.1
H 1.558637 1.556863 3.073993 0.2 0.3 0.0
H -0.577342 3.923750 4.926968 -0.2 0.1 -0.5
H -3.031046 4.023577 5.094113 0.2 -0.2 -0.3
H -4.379349 3.400336 3.122617 0.3 -0.2 -0.1
H -5.578164 2.217320 2.110104 0.2 -0.3 -0.2
H -5.573913 1.109096 0.731362 0.0 0.1 0.1
H -4.560735 0.740048 2.140502 -0.2 0.3 -0.2
H -2.453796 1.899167 -0.808036 0.0 0.0 -0.1
H -2.657407 0.636811 0.436775 -0.3 -0.1 -0.5
H -3.936975 0.952358 -0.771806 0.0 0.1 -0.1
H -3.435143 4.125176 -0.272270 -0.3 0.0 0.1
H -4.993761 3.333212 -0.596375 0.0 0.1 0.1
H -4.769086 4.244838 0.929085 0.1 -0.1 -0.3
H -0.641758 3.623914 -0.625126 0.2 -0.3 0.2
H 1.248693 2.218425 -1.973726 -0.1 0.0 0.4
```
Positions in Å, forces in eV/Å.

## Properties
Charge ... +1
ΔE to the lowest compared entry with this formula, charge and spin ... 341.6 kJ/mol
HOMO energy ... -0.3630 Eh
Orbital gap ... 0.23935 Ha